# 1
111
Properties=species:S:1:pos:R:3:mulliken_charge:R:1 method="wB97M-V/def2-TZVPD" smiles="S=[PH2]N1c2cccc(S)c2Sc2cccc(CCCCSc3nnco3)c21.O=S1(=O)OCCO1.O=S1(=O)OCCO1.O=S1(=O)OCCO1.O=S1(=O)OCCO1.O=S1(=O)OCCO1.O=S1(=O)OCCO1" e_lumo_ev=-0.2 molar_mass_da=1196.31 total_charge=0 e_tot_ha=-7536.72533 homo_lumo_gap_ev=8.685
S 0.019 1.288 0.027 -0.4319
P -0.469 -0.366 -0.851 0.7930
N 0.314 -1.775 -0.180 0.6317
C 0.654 -1.562 1.210 -0.9052
C 1.987 -1.350 1.533 -0.0470
C 2.340 -1.140 2.856 -1.1342
C 1.361 -1.138 3.834 -0.5198
C 0.017 -1.349 3.531 0.0203
S -1.204 -1.351 4.819 -0.1386
C -0.321 -1.566 2.202 1.1063
S -1.988 -1.861 1.652 -0.2694
C -1.683 -3.093 0.403 0.9490
C -2.530 -4.175 0.208 -0.7604
C -2.219 -5.073 -0.804 -1.4385
C -1.071 -4.918 -1.575 -0.9277
C -0.193 -3.860 -1.367 0.9927
C 1.066 -3.778 -2.189 -1.5051
C 1.216 -2.571 -3.140 -0.3849
C 2.495 -1.775 -2.844 -0.4890
C 2.476 -0.321 -3.283 -0.5737
S 2.398 -0.129 -5.090 -0.2090
C 0.773 0.422 -5.321 0.5951
N 0.026 0.012 -6.294 -0.5702
N -1.176 0.667 -6.152 -0.1802
C -1.071 1.411 -5.109 -0.0259
O 0.143 1.323 -4.537 -0.2595
C -0.538 -2.929 -0.378 -1.1659
H -0.199 -0.350 -2.220 -0.2421
H -1.841 -0.633 -0.770 0.0663
H 2.719 -1.363 0.743 0.4357
H 3.378 -0.976 3.087 0.4862
H 1.642 -0.986 4.865 0.5906
H -1.569 -0.060 4.767 0.1749
H -3.416 -4.297 0.809 0.5783
H -2.895 -5.895 -0.963 0.4199
H -0.865 -5.651 -2.341 0.8109
H 1.175 -4.716 -2.724 0.4636
H 1.890 -3.741 -1.476 0.4637
H 1.335 -2.974 -4.142 0.7349
H 0.320 -1.963 -3.164 0.1945
H 3.301 -2.259 -3.397 0.4549
H 2.788 -1.805 -1.797 0.1716
H 1.681 0.268 -2.835 0.0631
H 3.401 0.152 -2.969 0.4550
H -1.851 2.048 -4.744 0.4857
O 1.401 3.541 4.456 -0.5444
S 0.948 4.822 4.058 0.9936
O 1.297 5.988 4.790 -0.4439
O -0.640 4.764 3.882 -0.3750
C -1.010 5.166 2.551 -0.3003
C 0.177 4.775 1.701 0.1833
O 1.318 5.071 2.525 -0.3119
H -1.168 6.247 2.547 0.2504
H -1.925 4.664 2.250 0.3438
H 0.224 5.336 0.772 0.1710
H 0.178 3.707 1.484 -0.0240
O -0.439 9.049 0.463 -0.5443
S -0.324 8.191 -0.659 1.1282
O -1.137 7.037 -0.800 -0.5138
O 1.212 7.764 -0.807 -0.2690
C 1.708 8.126 -2.104 -0.3016
C 0.893 9.342 -2.491 -0.3845
O -0.425 9.052 -2.001 -0.3074
H 1.533 7.291 -2.786 0.2894
H 2.772 8.333 -2.048 0.3014
H 0.862 9.505 -3.564 0.3064
H 1.255 10.244 -1.993 0.3024
O 5.388 9.912 7.315 -0.5302
S 4.163 9.731 8.006 1.1082
O 4.033 10.056 9.379 -0.5409
O 3.666 8.231 7.761 -0.3132
C 2.354 8.228 7.174 -0.0924
C 2.295 9.515 6.382 -0.3225
O 2.990 10.467 7.203 -0.3255
H 1.616 8.219 7.979 0.2721
H 2.225 7.348 6.552 0.1701
H 1.279 9.851 6.199 0.3164
H 2.827 9.425 5.432 0.3028
O -1.371 -8.041 -0.350 -0.5873
S -0.030 -8.097 -0.810 1.3751
O 0.938 -7.136 -0.428 -0.5386
O -0.050 -8.214 -2.407 -0.2922
C 0.643 -9.400 -2.828 -0.3581
C 0.458 -10.371 -1.680 -0.4120
O 0.562 -9.549 -0.508 -0.3324
H 1.695 -9.151 -2.977 0.2977
H 0.219 -9.765 -3.759 0.2994
H 1.216 -11.147 -1.658 0.3135
H -0.534 -10.828 -1.695 0.3067
O 1.207 -7.119 5.119 -0.5902
S 0.703 -5.844 4.758 1.1223
O 1.030 -4.681 5.500 -0.5113
O -0.887 -5.942 4.610 -0.3845
C -1.284 -5.508 3.300 0.0294
C -0.111 -5.846 2.412 0.5248
O 1.035 -5.553 3.224 -0.3044
H -1.463 -4.432 3.346 0.1143
H -2.192 -6.018 2.991 0.3178
H -0.082 -5.256 1.500 -0.3044
H -0.101 -6.904 2.159 -0.0291
O -7.538 -1.562 -5.703 -0.5352
S -6.293 -1.673 -6.372 1.0626
O -6.087 -2.617 -7.407 -0.5311
O -5.143 -1.833 -5.268 -0.2921
C -4.168 -0.790 -5.411 -0.1546
C -4.941 0.376 -5.986 -0.3574
O -5.852 -0.230 -6.912 -0.3322
H -3.391 -1.127 -6.099 0.2722
H -3.724 -0.563 -4.445 0.2356
H -4.302 1.088 -6.499 0.2839
H -5.524 0.890 -5.218 0.3375

---

# 2
21
Properties=species:S:1:pos:R:3:mulliken_charge:R:1 method="wB97M-V/def2-TZVPD" e_lumo_ev=3.6 molar_mass_da=129.13 de_lowest_kcal_mol=33.8 total_charge=-1 e_tot_ha=-498.28377 homo_lumo_gap_ev=8.505
C 0.480 0.017 2.190 -0.4514
C 0.852 -0.883 0.995 -0.4136
O 2.233 -1.248 1.172 -0.5762
C -0.261 1.202 1.591 -0.5731
O -1.472 0.708 1.092 -0.6200
H 1.332 0.231 2.756 0.3783
H -0.212 -0.504 2.911 0.2101
H 0.213 -1.571 0.444 0.3983
H 1.085 -0.227 0.191 0.2655
H 2.357 -2.203 1.193 0.2792
H -0.590 2.074 2.140 0.2964
H 0.256 1.649 0.706 0.2690
H -0.665 -1.658 -1.978 0.3965
H 0.261 -1.159 -3.099 0.2679
O -0.253 -1.950 -2.825 -0.6803
H -0.477 1.327 -1.521 0.3280
H 0.355 1.889 -2.430 0.3232
O -0.110 2.301 -1.673 -0.6969
H -1.338 0.223 0.133 0.4772
H -2.160 -0.171 -1.446 0.1262
O -1.231 -0.081 -1.367 -1.0044

---

# 3
83
Properties=species:S:1:pos:R:3:mulliken_charge:R:1 method="wB97M-V/def2-TZVPD" e_lumo_ev="-5.9 / -9.8" spin_multiplicity=6 molar_mass_da=825.33 de_lowest_kcal_mol=50.0 total_charge=+2 e_tot_ha=-2934.82341 homo_lumo_gap_ev="4.263 / 2.845"
Ir -0.708 0.548 0.367 2.1139
C 0.171 -3.913 -1.080 -0.4230
C 1.343 -3.268 -1.136 -0.2714
C 2.251 -3.241 -2.352 -1.2214
C 1.550 -2.966 -3.718 -0.8639
C 0.368 -2.040 -3.619 -0.0676
C -0.837 -2.328 -3.134 0.5545
C -1.399 -3.705 -2.982 -1.0092
C -0.437 -4.650 -2.234 -1.0779
C -2.077 2.088 -0.101 -2.0264
H -0.358 -4.017 -0.135 0.2728
H 1.819 -3.012 -0.191 1.4245
H 2.783 -4.211 -2.437 0.4467
H 3.049 -2.495 -2.227 0.2161
H 2.290 -2.482 -4.382 0.4251
H 1.331 -3.937 -4.202 0.3501
H 0.524 -1.071 -4.108 0.3243
H -1.570 -1.539 -3.026 -0.2607
H -1.661 -4.147 -3.964 0.3820
H -2.318 -3.623 -2.383 0.3365
H -1.003 -5.509 -1.855 0.5245
H 0.314 -5.052 -2.930 0.2908
H -2.890 1.869 0.606 0.4684
H -2.450 2.122 -1.125 0.7739
H -1.692 3.079 0.165 0.3717
P 0.175 0.913 -1.579 0.5213
P 0.978 -0.667 1.123 -0.2608
N -1.056 0.794 -2.943 0.8247
N 0.770 2.526 -1.981 1.0365
N 0.201 -2.147 1.753 0.5262
N 1.867 -0.252 2.593 0.6588
C 1.675 -0.124 -1.561 1.1205
C 2.269 -0.504 -0.178 -1.9437
C -2.366 0.359 -2.661 -0.6191
C -3.100 0.305 -3.846 -0.4494
C -2.248 0.772 -4.891 -0.7871
C -1.006 1.061 -4.314 -0.2826
C -0.013 3.692 -1.985 -0.5173
C 0.787 4.760 -2.374 -0.8366
C 2.090 4.244 -2.658 -0.7482
C 2.054 2.879 -2.403 -0.5054
C -1.181 -2.224 1.550 -0.2736
C -1.627 -3.497 1.860 -0.8362
C -0.493 -4.242 2.311 -0.9505
C 0.623 -3.404 2.208 -0.1080
C 2.506 -1.091 3.517 -0.3590
C 3.238 -0.314 4.411 -0.7018
C 3.068 1.056 4.022 -0.8566
C 2.270 1.063 2.888 -0.5859
H 2.456 0.315 -2.184 1.0236
H 1.361 -1.046 -2.052 -2.4306
H 2.826 -1.455 -0.243 0.9212
H 2.982 0.270 0.169 0.4267
H -2.660 0.106 -1.645 0.2944
H -4.123 -0.038 -3.930 0.5352
H -2.514 0.887 -5.934 0.5020
H -0.107 1.473 -4.758 0.5671
H -1.043 3.666 -1.665 0.4891
H 0.476 5.792 -2.412 0.4851
H 2.957 4.801 -2.981 0.4704
H 2.829 2.134 -2.447 0.4892
H -1.730 -1.340 1.213 0.2795
H -2.645 -3.842 1.770 0.4875
H -0.513 -5.270 2.656 0.4320
H 1.650 -3.599 2.455 0.5045
H 2.358 -2.157 3.489 0.2642
H 3.825 -0.681 5.244 0.4482
H 3.472 1.921 4.530 0.4824
H 1.915 1.887 2.290 0.6659
Cl -3.195 5.196 7.299 -0.0145
C -2.447 4.314 6.024 0.4512
C -1.353 4.886 5.336 -0.6705
C -0.788 4.183 4.265 -0.2013
C -1.301 2.946 3.867 0.1063
C -2.367 2.373 4.567 -0.2190
C -2.946 3.056 5.645 -0.6157
C -0.728 2.275 2.638 0.8584
O 0.086 2.921 1.946 -0.6800
O -1.173 1.072 2.368 -1.3599
H -0.962 5.861 5.627 0.4543
H 0.059 4.607 3.720 0.5035
H -2.739 1.398 4.264 0.4801
H -3.790 2.626 6.187 0.4490

---

# 4
15
Properties=species:S:1:pos:R:3:mulliken_charge:R:1 method="wB97M-V/def2-TZVPD" e_lumo_ev=0.3 molar_mass_da=142.18 de_lowest_kcal_mol=53.4 total_charge=0 e_tot_ha=-780.79240 homo_lumo_gap_ev=9.026
C 0.892 1.346 0.026 -0.7895
C 1.792 1.882 0.910 -0.2826
C 0.541 0.020 1.924 -0.3642
C 0.118 0.331 0.675 0.5335
C -1.020 -0.303 0.066 0.3289
C -0.671 -1.287 -1.648 -0.3681
O -2.172 -0.431 0.379 -0.5022
O -1.850 -1.880 -1.998 -0.5011
S 1.767 1.085 2.485 -0.1137
H 0.681 1.682 -0.880 0.5361
H 2.395 2.847 0.755 0.3253
H 0.323 -0.984 2.403 0.3378
H 0.127 -2.142 -1.187 0.2178
H -0.290 -0.624 -2.460 0.2857
H -2.634 -1.541 -1.450 0.3560